ORCA calculation (wB97M-V/def2-TZVPD) on C65H81Br2Cl2F5N2O4PS as an isolated structure.

Positions of all 163 atoms, in Å:
C 2.930 -0.431 5.069
C 3.558 0.709 4.248
C 3.155 0.662 2.768
C 3.156 1.998 1.969
C 3.918 3.112 2.708
C 1.786 2.437 1.400
C 1.925 3.945 0.985
Cl 1.275 5.169 2.038
C 2.561 4.472 -0.074
C 2.725 5.941 -0.336
Cl 3.366 3.504 -1.259
C 1.174 1.555 0.219
P 2.109 -0.058 -0.303
N 3.713 0.427 -0.554
O 1.613 -0.184 -1.881
C -0.393 1.491 0.324
C -0.833 0.222 -0.431
C -2.318 -0.126 -0.541
O -3.129 0.470 0.446
C -4.492 0.505 -0.038
C -5.479 0.570 1.121
C -1.160 2.639 -0.413
C -0.379 3.092 -1.676
C -1.669 3.939 0.263
C -3.207 3.977 0.363
C -3.653 5.042 1.367
N -0.543 1.321 1.888
Br -2.093 2.071 2.843
S -0.515 -0.313 2.686
O -0.200 0.022 4.037
O 0.463 -1.167 2.093
C -2.107 -1.367 2.888
F -1.813 -1.897 4.056
F -3.215 -0.686 3.066
C -2.395 -2.568 1.882
F -1.485 -2.731 0.950
F -3.588 -2.377 1.354
F -2.464 -3.667 2.591
C 0.550 2.381 2.359
Br 0.764 2.764 4.230
H 2.010 -0.067 5.530
H 2.636 -1.272 4.441
H 3.585 -0.745 5.879
H 3.343 1.652 4.744
H 4.642 0.577 4.309
H 3.810 -0.052 2.268
H 2.152 0.245 2.716
H 3.814 1.795 1.132
H 4.407 3.800 2.017
H 4.753 2.676 3.256
H 3.315 3.637 3.445
H 3.471 6.324 0.368
H 3.135 6.106 -1.327
H 1.799 6.490 -0.186
H 1.471 2.157 -0.634
H 4.217 -0.431 -0.767
H 3.814 1.005 -1.384
H 1.110 -0.999 -1.978
H -0.506 0.418 -1.447
H -0.287 -0.666 -0.114
H -2.486 -1.204 -0.625
H -2.652 0.253 -1.517
H -4.570 1.389 -0.678
H -4.633 -0.403 -0.624
H -6.186 -0.257 1.057
H -4.963 0.495 2.073
H -6.072 1.483 1.084
H -2.056 2.247 -0.892
H -1.075 3.625 -2.319
H 0.432 3.763 -1.393
H 0.077 2.262 -2.216
H -1.405 4.803 -0.351
H -1.310 4.186 1.260
H -3.641 4.198 -0.615
H -3.597 3.021 0.710
H -4.742 5.071 1.412
H -3.255 6.028 1.135
H -3.333 4.744 2.370
H 0.005 3.264 2.052
C -6.559 -3.943 -3.821
C -6.763 -2.660 -3.333
C -6.239 -2.301 -2.099
C -5.511 -3.216 -1.355
C -5.309 -4.500 -1.842
C -5.833 -4.863 -3.075
H -6.966 -4.228 -4.782
H -7.327 -1.942 -3.913
H -6.406 -1.300 -1.718
H -5.107 -2.934 -0.392
H -4.743 -5.218 -1.262
H -5.679 -5.863 -3.456
C 6.388 -1.926 -5.459
C 6.093 -0.617 -5.107
C 4.907 -0.327 -4.447
C 4.019 -1.348 -4.132
C 4.317 -2.658 -4.483
C 5.499 -2.946 -5.149
H 7.311 -2.152 -5.976
H 6.787 0.178 -5.348
H 4.673 0.696 -4.179
H 3.098 -1.117 -3.616
H 3.627 -3.455 -4.237
H 5.730 -3.967 -5.426
C -6.387 4.547 -1.857
C -6.616 5.894 -1.612
C -7.728 6.283 -0.878
C -8.604 5.326 -0.384
C -8.372 3.979 -0.626
C -7.264 3.590 -1.366
H -5.522 4.241 -2.434
H -5.930 6.639 -1.993
H -7.913 7.332 -0.691
H -9.469 5.631 0.190
H -9.056 3.234 -0.241
H -7.086 2.539 -1.561
C -4.305 -8.937 -6.832
C -3.738 -8.088 -5.893
C -4.260 -8.028 -4.608
C -5.346 -8.821 -4.260
C -5.911 -9.672 -5.200
C -5.393 -9.727 -6.486
H -3.900 -8.982 -7.835
H -2.888 -7.473 -6.162
H -3.819 -7.362 -3.878
H -5.751 -8.776 -3.257
H -6.756 -10.291 -4.930
H -5.837 -10.387 -7.220
C 5.632 4.673 5.504
C 6.806 4.480 6.215
C 7.900 5.303 5.988
C 7.816 6.325 5.052
C 6.640 6.520 4.339
C 5.550 5.690 4.563
H 4.779 4.028 5.682
H 6.866 3.686 6.950
H 8.817 5.148 6.540
H 8.667 6.970 4.878
H 6.575 7.317 3.610
H 4.633 5.838 4.005
C 5.834 0.904 8.294
C 7.188 0.974 8.593
C 7.612 0.907 9.913
C 6.682 0.762 10.933
C 5.329 0.689 10.634
C 4.904 0.763 9.315
H 5.503 0.959 7.264
H 7.913 1.081 7.796
H 8.667 0.967 10.146
H 7.013 0.706 11.962
H 4.605 0.574 11.430
H 3.848 0.710 9.083
C 1.123 -7.934 -9.532
C 1.687 -7.084 -8.591
C 1.164 -7.025 -7.307
C 0.081 -7.822 -6.962
C -0.481 -8.674 -7.903
C 0.038 -8.728 -9.188
H 1.530 -7.978 -10.534
H 2.535 -6.466 -8.859
H 1.601 -6.359 -6.574
H -0.325 -7.781 -5.959
H -1.324 -9.297 -7.632
H -0.402 -9.390 -9.923

Output
F_max: 0.080 hartree/bohr
HOMO level: -0.38826 hartree
Net charge: +1
Energy: -10242.70969 a.u.

=====

ORCA calculation (wB97M-V/def2-TZVPD) on a 9-piece molecular cluster, C66H147N9O9 overall.

Positions of all 231 atoms, in Å:
C 4.974 -4.060 4.525
C 4.194 -2.785 4.023
C 4.554 -1.729 5.123
O 3.844 -0.506 4.630
C 4.229 0.667 5.265
N 4.577 -2.486 2.692
H 4.896 -4.237 5.633
H 6.035 -3.872 4.390
H 4.694 -4.956 3.962
H 3.071 -2.787 4.100
H 5.627 -1.570 5.085
H 4.206 -1.920 6.140
H 4.315 0.581 6.358
H 3.540 1.499 5.139
H 5.142 1.093 4.926
H 4.609 -1.449 2.588
H 5.585 -2.724 2.572
C -0.694 -4.952 -2.136
C -1.133 -4.846 -3.599
C -2.424 -5.704 -3.980
O -3.458 -5.101 -3.268
C -4.608 -5.943 -3.141
N -1.248 -3.448 -4.002
H -0.375 -5.963 -1.839
H -1.520 -4.722 -1.501
H 0.082 -4.284 -1.943
H -0.355 -5.241 -4.231
H -2.308 -6.755 -3.605
H -2.648 -5.603 -5.083
H -5.103 -5.846 -4.129
H -5.181 -5.697 -2.282
H -4.342 -7.039 -3.026
H -1.386 -3.274 -4.982
H -1.940 -2.903 -3.445
C 0.200 -0.457 -1.640
C 0.363 0.528 -0.443
C 1.072 -0.065 0.760
O 0.149 -0.744 1.507
C 0.756 -1.784 2.300
N 0.931 1.765 -0.975
H 0.017 -1.447 -1.313
H 0.967 -0.400 -2.425
H -0.791 -0.236 -2.177
H -0.680 0.742 -0.165
H 1.480 0.819 1.315
H 1.907 -0.783 0.463
H 0.047 -2.189 3.018
H 1.581 -1.273 2.901
H 1.237 -2.507 1.670
H 1.926 1.708 -1.107
H 0.754 2.481 -0.284
C -2.455 3.360 -1.284
C -1.940 4.664 -1.797
C -2.160 5.789 -0.774
C -1.305 6.998 -1.092
C 0.184 6.658 -1.121
C 0.480 5.581 -2.171
N -0.431 4.476 -1.906
O -0.143 3.519 -2.877
C 0.487 6.155 -3.576
C 1.871 5.001 -1.747
C -2.683 4.957 -3.133
H -2.221 2.521 -2.044
H -3.498 3.420 -1.131
H -1.993 3.074 -0.341
H -3.186 6.120 -0.656
H -1.802 5.428 0.222
H -1.432 7.821 -0.359
H -1.470 7.379 -2.103
H 0.415 6.249 -0.131
H 0.865 7.545 -1.259
H 0.255 7.207 -3.679
H 1.479 6.224 -3.983
H -0.188 5.536 -4.161
H 2.173 4.208 -2.428
H 2.637 5.820 -1.787
H 1.708 4.587 -0.776
H -2.714 4.029 -3.771
H -2.229 5.806 -3.647
H -3.652 5.348 -2.961
H 0.099 2.684 -2.364
C 3.817 -0.680 -1.869
C 5.282 -0.783 -1.469
C 6.193 -0.495 -2.665
C 7.664 -0.327 -2.295
C 7.841 0.823 -1.310
C 6.999 0.625 -0.093
N 5.558 0.258 -0.508
O 4.896 -0.070 0.710
C 7.649 -0.344 0.828
C 6.762 1.948 0.683
C 5.471 -2.200 -0.930
H 3.654 0.294 -2.310
H 3.210 -0.779 -0.954
H 3.599 -1.539 -2.505
H 6.072 -1.276 -3.409
H 5.857 0.481 -3.082
H 8.141 -0.198 -3.269
H 8.129 -1.192 -1.802
H 7.480 1.709 -1.782
H 8.890 0.937 -1.033
H 8.660 -0.088 1.101
H 7.203 -0.375 1.892
H 7.624 -1.325 0.393
H 6.223 2.657 0.079
H 6.223 1.679 1.574
H 7.808 2.266 0.917
H 4.852 -2.572 -0.127
H 6.514 -2.322 -0.585
H 5.284 -2.956 -1.693
H 4.166 0.589 0.854
C -1.419 -0.875 9.647
C -1.033 -1.385 8.252
C 0.318 -0.791 7.922
C 1.043 -1.465 6.746
C 0.959 -2.947 6.878
C -0.374 -3.588 7.126
N -0.925 -2.889 8.261
O -2.319 -3.341 8.357
C -1.371 -3.537 5.952
C -0.104 -5.094 7.505
C -2.158 -0.709 7.363
H -1.274 0.224 9.589
H -0.739 -1.398 10.385
H -2.503 -1.008 9.869
H 0.171 0.287 7.764
H 0.924 -0.851 8.827
H 2.067 -1.139 6.816
H 0.752 -1.187 5.746
H 1.634 -3.149 7.715
H 1.478 -3.413 6.044
H -1.670 -2.496 5.796
H -0.963 -3.784 4.983
H -2.219 -4.103 6.217
H 0.285 -5.169 8.492
H -1.036 -5.591 7.436
H 0.577 -5.531 6.747
H -2.341 0.245 7.792
H -3.056 -1.302 7.381
H -1.766 -0.545 6.345
H -2.162 -4.042 8.983
C 0.670 0.282 -7.696
C 0.066 -0.510 -6.495
C -0.568 0.570 -5.607
C -1.934 1.098 -5.945
C -2.856 -0.069 -6.181
C -2.306 -1.041 -7.222
N -0.933 -1.511 -6.736
O -0.353 -2.428 -7.603
C -3.246 -2.227 -7.383
C -2.177 -0.386 -8.600
C 1.271 -1.160 -5.656
H 0.766 -0.443 -8.530
H 1.717 0.523 -7.484
H 0.140 1.200 -7.945
H -0.610 0.183 -4.593
H 0.132 1.441 -5.601
H -1.910 1.776 -6.802
H -2.245 1.723 -5.101
H -3.906 0.244 -6.457
H -2.948 -0.657 -5.258
H -3.236 -2.756 -6.488
H -4.262 -1.869 -7.494
H -3.069 -2.759 -8.294
H -1.431 0.389 -8.552
H -2.015 -1.080 -9.475
H -3.166 0.105 -8.820
H 0.873 -2.022 -5.057
H 1.666 -0.391 -4.980
H 2.015 -1.571 -6.308
H -0.241 -1.975 -8.441
C -0.853 2.775 6.298
C -0.287 2.899 4.837
C -1.414 3.317 3.981
C -0.994 3.743 2.578
C 0.040 4.787 2.693
C 1.266 4.318 3.519
N 0.728 3.944 4.818
O 1.858 3.500 5.574
C 2.063 3.236 2.829
C 2.297 5.483 3.689
C 0.143 1.463 4.404
H -0.048 2.504 6.979
H -1.680 2.079 6.270
H -1.250 3.721 6.626
H -2.192 2.548 3.930
H -1.998 4.112 4.511
H -1.846 3.982 1.973
H -0.537 2.881 2.028
H -0.462 5.586 3.299
H 0.344 5.329 1.794
H 1.448 2.412 2.544
H 2.580 3.666 1.932
H 2.795 2.925 3.519
H 1.988 6.196 4.402
H 3.236 5.064 3.961
H 2.268 5.965 2.707
H -0.482 0.746 4.887
H 1.129 1.334 4.913
H 0.265 1.351 3.335
H 2.172 4.254 6.059
C -4.407 -0.147 -2.150
C -4.972 -1.523 -1.761
C -6.324 -1.333 -0.978
C -7.548 -0.916 -1.829
C -7.709 -1.975 -2.917
C -6.419 -2.148 -3.766
N -5.235 -2.423 -2.877
O -3.965 -2.530 -3.624
C -6.531 -3.371 -4.684
C -6.284 -0.874 -4.701
C -4.067 -2.269 -0.743
H -5.232 0.332 -2.629
H -3.546 -0.201 -2.825
H -4.224 0.534 -1.274
H -6.576 -2.356 -0.546
H -6.076 -0.589 -0.189
H -7.445 0.099 -2.222
H -8.493 -0.831 -1.281
H -8.506 -1.734 -3.610
H -8.085 -2.960 -2.481
H -6.573 -4.349 -4.129
H -7.348 -3.275 -5.439
H -5.660 -3.452 -5.413
H -6.760 -1.111 -5.589
H -6.875 -0.098 -4.194
H -5.295 -0.493 -4.817
H -3.947 -1.581 0.093
H -3.065 -2.469 -1.196
H -4.561 -3.212 -0.517
H -3.773 -3.482 -3.599

Output
F_max: 0.069 hartree/bohr
HOMO level: -0.29835 hartree
Energy: -3772.45651 a.u.
SMILES: CC1(C)CCCC(C)(C)N1O.CC1(C)CCCC(C)(C)N1O.CC1(C)CCCC(C)(C)N1O.CC1(C)CCCC(C)(C)N1O.CC1(C)CCCC(C)(C)N1O.CC1(C)CCCC(C)(C)N1O.COC[C@H](C)N.COC[C@H](C)N.COC[C@H](C)N

=====

Q: Among the records above, which one has the highest F_max?
A: C65H81Br2Cl2F5N2O4PS

=====

Q: Look up the energy of the first one.
A: -10242.70969 a.u.

=====

Q: What is the HOMO level in the first record?
A: -0.38826 hartree